Arrangement one

# CH3NO4

The molecule CH3NO4 (the ωB97M-V functional and the def2-TZVPD basis, OMol25).

## Properties
SMILES = O=C(NO)OO
orbital gap = 9.71 eV

```
! RIJCOSX wB97M-V def2-TZVPD def2/J DEFGRID3
* xyz 0 1
O -2.3335 -0.2674 -0.0560
O 2.5282 -0.0472 0.1580
O 0.2585 1.3884 -0.0144
O 1.3587 -0.7506 -0.2431
N -0.9906 -0.5909 0.0998
C -0.0514 0.2646 -0.1422
H -0.7792 -1.5639 -0.2239
H -2.2797 0.6153 0.2385
H 2.2890 0.9517 0.1833
*
```

Arrangement two

# CH3NO4

A 2-piece molecular cluster, CH3NO4 overall (the ωB97M-V functional and the def2-TZVPD basis, OMol25).

## Properties
SMILES = O=CO.O=NO
orbital gap = 10.65 eV

```
! RIJCOSX wB97M-V def2-TZVPD def2/J DEFGRID3
* xyz 0 1
O 1.5555 -1.1556 -0.1600
O -1.2894 -0.9896 -0.0104
O -1.2311 1.1837 -0.2418
O 2.1809 0.8662 0.2309
N 1.3622 0.2116 -0.2955
C -1.2154 0.1222 0.4696
H 0.7455 -1.4699 -0.4216
H -1.1749 0.3684 1.5960
H -0.9332 0.8631 -1.1672
*
```

It is arrangement one that is the least stable of them.

Arrangement one

# C4H6N3

An isolated ion of composition C4H6N3 and charge +1 (the ωB97M-V functional and the def2-TZVPD basis, OMol25).

## Properties
SMILES = C/C=N\C=C/[N+]#N
orbital gap = 9.07 eV

```
! RIJCOSX wB97M-V def2-TZVPD def2/J DEFGRID3
* xyz 1 1
N 0.5227 -0.5431 -0.6172
N 3.3991 0.3733 -0.0340
N 4.0847 1.2162 -0.1885
C 1.4249 -1.0488 0.1076
C -1.1868 0.9165 0.2174
C 2.7913 -0.7422 0.1550
C -0.4662 0.2062 -0.8306
H -0.8890 0.5844 1.1452
H -0.9991 2.0371 0.0112
H 1.3688 -2.0591 0.2899
H -1.1352 0.2764 -1.6681
H 3.3898 -1.5029 0.6179
H -2.3242 0.8766 0.0917
*
```

Arrangement two

# C4H6N3

An isolated ion of composition C4H6N3 and charge +1 (the ωB97M-V functional and the def2-TZVPD basis, OMol25).

## Properties
SMILES = C[C@@H]1C(=[NH2+])N1C#N
orbital gap = 10.36 eV

```
! RIJCOSX wB97M-V def2-TZVPD def2/J DEFGRID3
* xyz 1 1
N -2.8998 0.0853 -1.9915
N -1.0787 1.6913 0.8174
N -0.6937 0.6165 -1.5020
C 0.7332 -1.1448 -0.2785
C -1.7554 0.1162 -2.0216
C 0.5169 0.2793 -0.7716
C -0.6407 1.1735 -0.2872
H 0.9876 -1.8185 -1.0982
H -2.0398 2.0005 0.9615
H 1.5376 0.5410 -1.0941
H -0.1775 -1.4622 0.1401
H 1.4693 -1.0092 0.4907
H -0.4723 1.6845 1.6858
*
```

Arrangement three

# C4H6N3

An isolated ion of composition C4H6N3 and charge +1 (the ωB97M-V functional and the def2-TZVPD basis, OMol25).

## Properties
SMILES = CC#[N+]CN=C=N
orbital gap = 10.35 eV

```
! RIJCOSX wB97M-V def2-TZVPD def2/J DEFGRID3
* xyz 1 1
N 0.1998 -0.2043 1.1961
N 1.3869 -1.2531 -1.7665
N 2.1807 -0.7677 0.3974
C 1.4686 -0.8429 1.5594
C -1.4345 1.0134 -0.3709
C -0.5618 0.2538 0.4574
C 1.7063 -1.2079 -0.6333
H 1.4504 -1.8385 2.0495
H 1.2425 -1.8516 -2.5469
H -0.6585 1.6618 -1.0141
H -1.9462 0.1906 -0.8753
H 1.6889 -0.1468 2.3737
H -2.0568 1.7488 0.1059
*
```

Arrangement four

# C4H6N3

An isolated ion of composition C4H6N3 and charge +1 (the ωB97M-V functional and the def2-TZVPD basis, OMol25).

## Properties
SMILES = C[C@H]1C=[N+]=CN=N1
orbital gap (alpha / beta) = 7.34 / 7.33 eV

```
! RIJCOSX wB97M-V def2-TZVPD def2/J DEFGRID3
* xyz 1 1
N -1.2531 -1.1797 0.7074
N 0.8813 -1.6098 0.6545
N -1.1438 -0.1167 0.1922
C -0.0740 1.8493 -0.4001
C -0.3071 -1.9602 1.1397
C 1.0789 -0.6458 -0.0933
C -0.0926 0.3476 -0.5898
H -0.2446 0.1307 -1.7404
H 0.8579 2.3230 -0.0675
H -0.8833 2.1291 0.3833
H 2.0345 -0.9154 -0.6999
H -0.4894 -2.7960 1.8619
H -0.3648 2.4440 -1.3481
*
```

It is arrangement four that is the least stable of them.

Arrangement one

# C5H15N2S

A 3-piece molecular cluster, C5H15N2S overall (the ωB97M-V functional and the def2-TZVPD basis, OMol25).

## Properties
orbital gap = 3.47 eV

```
! RIJCOSX wB97M-V def2-TZVPD def2/J DEFGRID3
* xyz 1 1
S -4.0756 1.3393 0.2413
N 1.1285 0.5790 -0.5411
N -0.9472 -1.0960 -0.2697
C 5.2417 0.8075 0.3208
C -2.5077 0.6705 -0.4037
C -3.1400 -1.6685 0.6319
C 4.5747 -0.1262 -0.3342
C -2.0534 -0.6013 0.3660
H -1.7171 1.4287 -0.3610
H -3.7333 2.5975 -0.0081
H -2.6270 0.4002 -1.4549
H -2.7750 -2.4061 1.3387
H 3.5848 0.0074 -0.7525
H 4.8343 1.8058 0.4141
H 6.2988 0.8472 0.5608
H 5.0527 -1.0863 -0.4990
H 1.3027 0.9851 0.3685
H -3.9869 -1.1771 1.0891
H -1.7256 -0.2126 1.3642
H 0.4499 -0.1827 -0.5739
H -3.4350 -2.1522 -0.2964
H -0.7349 -2.0622 0.0371
H 0.9903 1.3031 -1.2381
*
```

Arrangement two

# C5H15N2S

C5H15N2S as an isolated structure (the ωB97M-V functional and the def2-TZVPD basis, OMol25).

## Properties
orbital gap = 7.05 eV

```
! RIJCOSX wB97M-V def2-TZVPD def2/J DEFGRID3
* xyz 1 1
S -0.3177 -1.5192 0.5397
N -0.0352 1.5326 0.6530
N -0.6210 0.2967 -2.0862
C 0.6983 0.3028 -1.4092
C -1.4740 1.3525 0.5625
C 1.0536 -0.8464 -0.4115
C 0.4296 0.6951 1.6109
C 0.7282 1.5968 -0.5663
H 0.1471 0.9312 2.6376
H -0.0774 -0.3871 1.4299
H 1.4899 0.3185 -2.1522
H 1.7729 1.6194 -0.2470
H -1.8251 1.2628 1.5872
H 1.8656 -0.5773 0.2653
H 1.5131 0.6538 1.6018
H -1.1547 -0.2813 -1.4388
H -1.8805 2.3058 0.2055
H -1.7862 0.5256 -0.0924
H -0.6025 -4.9619 1.2439
H 1.4768 -1.6873 -0.9809
H 0.4342 2.4342 -1.1901
H -0.5910 -0.2452 -2.9507
H -1.2440 -5.3220 1.1879
*
```

It is arrangement one that is the least stable of them.

Arrangement one

# CH2Cl2N2

A 2-piece molecular cluster, CH2Cl2N2 overall (the ωB97M-V functional and the def2-TZVPD basis, OMol25).

## Properties
orbital gap (alpha / beta) = 9.01 / 9.01 eV

```
! RIJCOSX wB97M-V def2-TZVPD def2/J DEFGRID3
* xyz 0 1
Cl -2.7188 1.9914 0.2081
Cl -4.2259 -0.9778 -0.1282
N -2.5063 -0.6790 -0.1250
N 0.1313 0.4002 0.2342
C -2.0528 0.4750 0.0942
H 0.1427 -0.0354 1.0837
H 0.1338 -0.2679 -0.5833
*
```

Arrangement two

# CH2Cl2N2

A 2-piece molecular cluster, CH2Cl2N2 overall (the ωB97M-V functional and the def2-TZVPD basis, OMol25).

## Properties
SMILES = N=C=NCl.Cl
orbital gap = 10.33 eV

```
! RIJCOSX wB97M-V def2-TZVPD def2/J DEFGRID3
* xyz 0 1
Cl -0.7217 0.3030 0.9732
Cl 0.9536 -3.8453 0.4549
N 1.4834 -0.4311 -0.8832
N 0.8126 -2.1805 0.5844
C 1.2947 -1.3693 -0.1588
H -0.5079 -0.3381 2.0662
H 2.3352 -0.0771 -1.0578
*
```

It is arrangement one that is the least stable of them.